{
  "formula": "C32H66AlBClF6ILi2N4O3",
  "method": "ωB97M-V with the def2-TZVPD basis set",
  "elements": ["F", "H", "H", "C", "O", "C", "C", "H", "H", "C", "H", "C", "B", "I", "H", "Al", "H", "C", "C", "C", "H", "H", "H", "H", "H", "H", "C", "C", "H", "H", "N", "H", "C", "C", "C", "C", "H", "C", "H", "C", "H", "C", "H", "O", "H", "C", "H", "H", "H", "F", "H", "H", "H", "H", "F", "H", "H", "C", "H", "C", "C", "C", "Li", "H", "F", "H", "H", "H", "H", "C", "H", "C", "N", "H", "C", "H", "H", "Cl", "H", "H", "H", "H", "H", "H", "H", "H", "H", "C", "H", "F", "H", "H", "H", "H", "F", "C", "Li", "C", "H", "H", "N", "H", "H", "C", "H", "H", "H", "C", "H", "N", "H", "O", "H", "H", "C", "C", "H"],
  "coordinates": [[-3.19589, 7.88079, 3.66003], [4.32461, -6.12964, 3.28406], [-4.69148, -3.71562, -0.41573], [-6.47933, 2.07842, 0.73019], [5.93893, -2.27143, 2.28649], [-0.40240, 2.49188, 2.78994], [-5.67401, 0.71039, 1.23797], [-3.69653, 0.37432, -1.37886], [3.34698, 0.69799, 2.39542], [-1.66250, 2.11253, -2.25241], [-3.43763, 1.60486, -3.72083], [1.13234, 0.50130, 5.30802], [-2.12066, 7.52814, 2.74725], [-0.47202, -2.03457, 1.51908], [-1.11589, 2.95356, 0.67448], [-3.11183, 1.07894, 2.21289], [0.48568, 0.12519, 6.23806], [3.38372, -7.75644, 2.29676], [-4.61478, -1.56960, 0.42823], [-4.11196, -0.58527, -10.49510], [3.84889, -0.77954, 3.12663], [7.98575, -4.73523, -0.16931], [-4.80149, -2.19924, 1.42456], [7.90701, -1.55047, 2.18471], [1.77578, 2.63305, 5.81028], [5.59991, -10.12312, 2.90341], [-1.66580, 4.86181, -1.92270], [5.01214, -9.21831, 2.81864], [-4.95771, 2.12828, -10.67252], [9.14500, -3.75128, 0.75033], [4.34727, -7.10707, 3.02379], [-0.40554, 1.41816, 2.28367], [-4.85985, -2.26723, -2.24492], [0.88264, 2.12665, 5.20983], [0.94942, 2.73647, 3.68584], [0.23983, 5.49591, -0.01765], [-2.20683, 5.65263, -1.21067], [-4.29745, -2.64290, -0.75844], [-4.52847, 1.02351, 1.27100], [-5.87189, -0.55751, 0.16540], [-3.20626, -1.85273, -3.79194], [0.74024, 4.26880, 1.00283], [3.21659, -9.84016, 1.63393], [-3.77115, 0.44652, -8.36895], [1.87312, 2.32682, 3.05160], [1.72197, -0.52683, 3.08067], [-5.69149, 2.83547, 0.29822], [-1.37545, 1.50098, -1.26946], [-0.62043, 6.14092, 0.44377], [4.97010, 0.65621, 4.37605], [-4.87274, -3.29043, -2.86140], [-6.04682, 0.41987, 2.33392], [-1.75484, 0.67953, -4.02477], [-4.62852, -0.60206, -3.83888], [7.05708, -6.30647, 1.22144], [-5.08833, -0.53817, -10.98392], [7.55097, -4.10780, 1.44617], [-3.06260, -0.15801, -2.23955], [6.05913, -0.71191, 0.90139], [7.07876, -1.66611, 2.88930], [5.34686, -7.98927, 3.34174], [-3.98691, 1.96737, -10.19697], [10.88459, -4.50769, 0.33761], [-3.44455, 3.52786, -2.42555], [-2.59061, 6.51958, 1.81143], [1.42760, 4.75557, 1.82054], [-1.78207, 5.30057, -3.01211], [2.15450, -1.41480, 1.20439], [5.88995, -2.20380, -1.08850], [3.76976, -9.07072, 2.15686], [-3.18239, 2.07131, -10.92941], [-2.46718, 3.44507, -1.74499], [0.64308, -0.28630, 4.11313], [-3.11301, -2.74461, -0.82406], [5.65467, -1.72686, 0.99420], [1.42042, 3.49792, 0.40460], [-0.66352, 2.41401, -2.83040], [4.67371, -3.66819, 3.67004], [6.80165, -0.68798, 3.29325], [2.25406, 0.29246, 5.60899], [-5.89444, -0.05312, -0.89839], [-2.11919, -0.72507, -1.83251], [-0.10876, 2.47565, 5.76913], [-3.84962, 2.72289, -9.41598], [5.73951, -3.63675, -0.06039], [-5.97466, -1.88188, -2.27863], [6.20767, -7.66821, 3.91281], [-3.94127, 0.59604, -9.57788], [-7.31577, 1.82820, -0.05897], [-1.69989, 8.71098, 2.01405], [-6.95238, 2.60469, 1.68140], [-3.31301, -0.59515, -11.24080], [-2.89038, 3.28292, -0.64099], [1.07072, 3.91419, 3.79995], [-0.99628, 7.00114, 3.50345], [8.08552, -3.88658, 0.51836], [-4.55066, -1.30262, -5.60858], [-0.62994, 3.57184, 1.57194], [-1.32925, 2.57508, 3.50943], [-1.41528, 4.38254, 1.89329], [1.39557, -1.25293, 1.92817], [7.40761, -2.30339, 3.71515], [-3.64111, -0.93519, 0.61886], [-0.08887, 4.84058, -1.48583], [-6.93517, -1.01642, 0.40541], [1.21552, 6.16702, -0.16543], [0.33900, -1.22864, 4.48641], [6.17944, -2.63424, -0.12460], [2.50754, -7.22945, 1.94327], [3.15219, -0.00225, 3.14476], [0.48811, 5.51461, -2.28515], [7.60797, -2.70499, -0.11159], [-4.05697, -1.50962, -9.91030], [0.43191, 3.79383, -1.52042], [-3.93448, -1.23290, -3.11454], [-2.51937, 1.09281, -3.20610], [4.56458, -1.66188, 0.90818]],
  "max_force_ev_per_a": 4.8,
  "e_lumo_ha": -0.320,
  "total_charge": 2
}